[1]
This record from OMol25 describes C3F2O in the gas phase. The level of theory is wB97M-V/def2-TZVPD.

Summary:
Energy above the lowest of the compared OMol25 structures with the same formula, charge and spin = 13.2 kcal per mole
SMILES string = O=C(F)C#CF
Gap between HOMO and LUMO = 10.59 eV
Calculated total energy = -389.1559 a.u.
E_LUMO = -0.5 eV

Atoms and positions in Å:
O: 1.37969 1.08861 0.23303
F: 2.18693 -0.85243 -0.30833
F: -2.73798 0.06414 -0.05518
C: -0.39002 -0.30870 0.17517
C: 1.05294 -0.04003 0.08169
C: -1.49156 0.04841 -0.12637

---

[2]
This record from OMol25 describes 5 unconnected molecules or ions with the total composition CH11NO6. The level of theory is wB97M-V/def2-TZVPD.

Summary:
Energy above the lowest of the compared OMol25 structures with the same formula, charge and spin = 3.0 kcal per mole
SMILES string = NC(=O)O.O.O.O.O
Gap between HOMO and LUMO = 10.69 eV
Calculated total energy = -550.9420 a.u.
E_LUMO = 0.2 eV

Atoms and positions in Å:
H: 1.16873 -1.78631 0.03133
O: -0.78404 -0.78192 2.31722
H: 0.88870 -0.03333 -1.29315
H: -0.93753 1.39258 1.32350
H: 1.49020 -1.46466 1.71230
N: 0.80429 -1.68085 0.98940
O: -1.36474 -1.61690 0.32787
H: -0.91015 -1.94200 -0.44270
H: 0.87980 -0.73922 -2.71244
O: 1.64288 1.45284 -0.02003
H: -1.72172 -0.21417 -1.98477
H: 2.26081 2.14971 -0.25233
H: -0.28511 1.78259 2.64197
H: 1.01564 1.74912 0.64816
O: -0.30720 2.00041 1.72356
H: -1.75773 1.34931 -2.07018
O: 0.55534 -0.82767 -1.81093
C: -0.47682 -1.32659 1.28305
O: -2.16136 0.53706 -2.41185

---

[3]
This record from OMol25 describes 2 unconnected molecules or ions with the total composition C3H12N2S. The level of theory is wB97M-V/def2-TZVPD.

Summary:
Energy above the lowest of the compared OMol25 structures with the same formula, charge and spin = 23.5 kcal per mole
SMILES string = CSC.NCN
Gap between HOMO and LUMO = 9.47 eV
Calculated total energy = -629.1421 a.u.
E_LUMO = 0.9 eV

Atoms and positions in Å:
H: 0.37021 1.58950 -2.79050
N: 0.61584 -2.25364 2.24751
H: 2.49583 -1.83227 1.55768
C: 1.50548 -1.37155 1.42224
S: -1.11120 0.39976 -1.12026
H: -1.06996 2.72328 -1.39170
H: 1.21158 -1.60555 0.35844
H: -0.53908 0.07990 -3.48525
H: 0.48348 0.27523 1.42364
H: -2.52085 2.40773 -0.58820
N: 1.45645 0.00756 1.64457
H: -0.90353 2.27220 0.47573
H: 0.86056 -2.29737 3.23876
C: 0.07112 0.51306 -2.64362
H: 0.95992 -0.12140 -2.47613
H: -0.40070 -2.11828 2.16120
H: 1.66557 0.43964 2.57461
C: -1.46657 2.11079 -0.50839

---

[4]
This record from OMol25 describes a molecular structure, C15H19N3O6PSSe4Zr. The level of theory is wB97M-V/def2-TZVPD.

Summary:
Energy above the lowest of the compared OMol25 structures with the same formula, charge and spin = 45.4 kcal per mole
Gap between HOMO and LUMO = 6.08 eV
Calculated total energy = -11591.4234 a.u.
E_LUMO = 2.2 eV
Net charge = -1

Atoms and positions in Å:
C: -2.40583 3.31206 -2.60804
O: 3.80827 -1.29808 1.05930
H: 1.52504 1.56348 -2.42816
C: 0.49346 -3.74238 -0.49227
C: -1.77230 2.04836 3.12206
C: 1.48707 -2.45528 -2.11429
H: 0.59062 3.68840 2.51713
H: 0.66736 0.37317 4.69737
H: 0.67061 -0.72510 3.30320
N: 0.59309 -2.57214 -1.12884
Se: -4.58624 -0.76594 -1.02009
Zr: 0.20606 -0.41829 -0.26110
C: 2.35144 -3.46145 -2.49729
P: -0.12255 1.44813 2.71381
Se: -1.88208 -1.50031 1.11367
C: 0.11175 0.05349 3.81546
H: 1.16316 -5.75883 -0.31628
H: -2.02058 2.89183 2.47705
H: 0.91646 3.05914 4.14769
H: 3.07896 -3.25541 -3.26763
H: 0.80903 1.13585 -3.95407
H: -1.83082 2.35662 4.16708
C: 1.27831 -4.82410 -0.84602
H: 2.87256 -5.50988 -2.10993
O: 2.54031 -0.84123 -3.50378
S: 2.62556 -0.50133 1.19243
C: 0.64877 1.06993 -2.87564
Se: -2.44450 -1.57462 -1.23259
C: -1.23014 2.78053 -3.11847
H: -2.60739 1.33996 0.12355
C: 1.59536 -1.09192 -2.76843
C: 2.22836 -4.67937 -1.85003
O: 2.25725 0.17000 -0.14052
Se: -2.96013 -2.84691 2.59381
C: -2.92177 2.80309 -1.42976
N: 0.55659 -0.31166 -2.42219
O: -0.13735 1.15389 1.22026
C: -0.60154 1.76465 -2.42387
H: -0.80953 3.13234 -4.05080
O: 1.37216 -1.36881 1.33531
N: -1.09290 1.29326 -1.26846
H: 1.97229 2.58119 2.78462
H: -0.23111 -3.78837 0.31181
H: -2.92706 4.09625 -3.14232
C: -2.23152 1.79378 -0.78403
H: -2.48467 1.23994 2.94428
H: -0.86799 -0.32959 4.10376
O: 2.65128 0.49200 2.25111
C: 0.95671 2.83044 3.08190
H: -3.85997 3.14921 -1.02175

---

Q: Among the records above, which one has the highest energy above the lowest of the compared OMol25 structures with the same formula, charge and spin?
A: C15H19N3O6PSSe4Zr